[1]
A 14-piece molecular cluster, C4H36N2O15 overall in a non-equilibrium geometry, computed with wB97M-V/def2-TZVPD.

Last column: Löwdin charge in e.
Geometry (Å):
N 2.26 0.47 -0.70  0.019
C 1.41 -0.61 -1.21  -0.141
C 0.50 -1.23 -0.15  -0.340
N -0.84 -1.03 -0.03  0.111
C -1.68 0.14 -0.25  -0.196
C -2.53 0.48 0.90  -0.311
O -3.71 -0.29 0.81  -0.136
O 0.90 -2.15 0.66  -0.081
H 3.17 0.21 -0.94  0.044
H 2.28 0.61 0.36  0.076
H 0.65 -0.25 -1.93  0.101
H 2.15 -1.40 -1.62  0.156
H -1.18 -1.74 0.70  0.146
H -0.94 1.03 -0.71  0.161
H -2.51 -0.06 -1.08  0.122
H -2.12 0.11 2.01  0.173
H -2.86 1.59 0.83  0.137
H -4.03 -0.13 -0.19  0.159
H 4.64 1.16 1.61  0.046
H 3.96 0.08 1.58  -0.051
O 4.13 0.69 0.99  0.025
H -3.60 0.14 -2.93  0.025
H -2.01 0.13 -3.11  0.037
O -2.88 -0.14 -3.49  -0.063
H 1.42 -0.66 3.40  0.001
H 1.49 -1.06 1.89  0.005
O 1.74 -0.39 2.57  -0.053
H -0.90 2.13 1.71  -0.021
H 0.34 1.42 2.10  -0.003
O -0.01 2.08 1.56  0.029
H 1.93 2.18 -1.68  -0.058
H 2.15 3.69 -1.35  0.083
O 2.06 2.98 -2.15  -0.150
H 0.17 2.59 -2.11  0.071
H 0.67 2.57 -3.53  0.062
O -0.19 2.33 -3.07  -0.166
H -0.49 -3.23 1.61  -0.085
H -1.70 -4.17 1.77  -0.049
O -0.86 -4.03 1.71  0.059
H 4.24 -2.55 0.81  0.106
H 2.66 -2.51 0.50  -0.009
O 3.52 -2.63 0.04  -0.128
H -0.87 -1.67 3.15  -0.022
H -0.03 -2.82 3.28  -0.023
O -0.11 -1.97 3.57  0.026
H -1.54 -1.80 -4.34  -0.007
H -0.11 -2.46 -4.52  0.013
O -0.88 -2.39 -4.00  -0.028
H 2.32 3.18 0.56  0.090
H 0.98 3.70 0.52  -0.006
O 1.82 3.98 0.23  -0.039
H -3.14 -2.18 3.27  0.002
H -3.30 -2.16 1.75  0.076
O -2.71 -2.30 2.51  0.000
H -2.14 3.95 -0.74  -0.038
H -1.65 3.24 -2.05  0.093
O -2.04 3.15 -1.09  -0.048

Output
HOMO: -9.65 eV
maximum force: 7.77 eV/Å
calculated total energy: -38420.91951 eV
orbital gap: 9.64 eV
net charge: 0
relative energy (zero: lowest compared OMol25 entry of this formula, charge and spin): 8.441 eV

***

[2]
C7H8 in the gas phase, computed with wB97M-V/def2-TZVPD.

Last column: Löwdin charge in e.
Geometry (Å):
C 2.71 1.56 0.26  0.108
C 1.68 1.25 -0.28  -0.145
C 0.40 0.74 -0.80  -0.171
C -0.18 -0.32 0.19  -0.384
C -0.39 -1.68 -0.47  -0.073
C -1.43 0.13 0.82  -0.122
C -2.47 0.44 1.34  0.120
H 3.61 1.84 0.76  0.024
H 0.56 0.28 -1.78  0.116
H -0.30 1.57 -0.94  0.119
H 0.56 -0.44 0.99  0.134
H -1.11 -1.60 -1.30  0.086
H 0.56 -2.07 -0.86  0.083
H -0.78 -2.40 0.26  0.082
H -3.40 0.70 1.81  0.024

Output
HOMO: -9.88 eV
maximum force: 0.52 eV/Å
calculated total energy: -7384.89126 eV
orbital gap: 10.91 eV
net charge: 0
relative energy (zero: lowest compared OMol25 entry of this formula, charge and spin): 3.856 eV
SMILES string: C#CC[C@H](C)C#C

***

- Among the records above, which one has the lowest calculated total energy?
  C4H36N2O15

***

- What is the formula in the first record?
  C4H36N2O15

***

- Look up the net charge of the second one.
  0

***

Repeat the second record exactly.
C7H8 in the gas phase, computed with wB97M-V/def2-TZVPD.

Last column: Löwdin charge in e.
Geometry (Å):
C 2.71 1.56 0.26  0.108
C 1.68 1.25 -0.28  -0.145
C 0.40 0.74 -0.80  -0.171
C -0.18 -0.32 0.19  -0.384
C -0.39 -1.68 -0.47  -0.073
C -1.43 0.13 0.82  -0.122
C -2.47 0.44 1.34  0.120
H 3.61 1.84 0.76  0.024
H 0.56 0.28 -1.78  0.116
H -0.30 1.57 -0.94  0.119
H 0.56 -0.44 0.99  0.134
H -1.11 -1.60 -1.30  0.086
H 0.56 -2.07 -0.86  0.083
H -0.78 -2.40 0.26  0.082
H -3.40 0.70 1.81  0.024

Output
HOMO: -9.88 eV
maximum force: 0.52 eV/Å
calculated total energy: -7384.89126 eV
orbital gap: 10.91 eV
net charge: 0
relative energy (zero: lowest compared OMol25 entry of this formula, charge and spin): 3.856 eV
SMILES string: C#CC[C@H](C)C#C